Density functional theory data (ωB97M-V/def2-TZVPD) for an isolated molecule of C20H18N2OS.

Values from the calculation:
- Gap between HOMO and LUMO: 0.322 Eh
- DFT total energy: -36896.0874 eV
- Structure (SMILES): Cc1ccc(NC(=O)c2ccc(CSc3ccccn3)cc2)cc1
- ΔE to the lowest compared entry with this formula, charge and spin: 0.0 kJ/mol

ORCA input file:
```
! wB97M-V def2-TZVPD RIJCOSX def2/J DEFGRID3
* xyz 0 1
C -8.257 -1.121 0.076
C -6.801 -0.774 -0.003
C -6.103 -0.914 -1.197
C -4.768 -0.576 -1.280
C -4.091 -0.086 -0.165
C -4.781 0.057 1.035
C -6.119 -0.285 1.103
H -6.641 -0.168 2.041
H -4.267 0.435 1.902
N -2.737 0.230 -0.310
C -1.874 0.766 0.602
O -2.177 1.090 1.732
C -0.490 0.952 0.072
C 0.099 0.084 -0.842
C 1.393 0.302 -1.278
C 2.120 1.392 -0.816
C 1.539 2.247 0.115
C 0.252 2.026 0.559
H -0.204 2.678 1.289
H 2.109 3.081 0.497
C 3.520 1.624 -1.278
H 3.805 0.941 -2.075
H 3.677 2.659 -1.582
S 4.714 1.369 0.090
C 4.751 -0.383 0.183
N 4.090 -1.065 -0.736
C 4.120 -2.387 -0.674
C 4.810 -3.089 0.296
C 5.509 -2.364 1.256
C 5.484 -0.986 1.207
H 6.006 -0.375 1.926
H 6.064 -2.872 2.032
H 4.805 -4.167 0.305
H 3.561 -2.895 -1.449
H 1.851 -0.383 -1.975
H -0.431 -0.790 -1.193
H -2.370 0.069 -1.239
H -4.240 -0.693 -2.218
H -6.611 -1.293 -2.072
H -8.861 -0.279 -0.265
H -8.487 -1.975 -0.557
H -8.546 -1.351 1.099
*
```